DFT (the ωB97M-V functional and the def2-TZVPD basis) results for C23H21AuFN6O as an isolated structure.

Computed properties:
Energy relative to the best compared isomer or geometry (same formula, charge and spin), kcal/mol: 24.7
Charge: +1
Strongest force on any atom, eV/Å: 0.3
DFT total energy, Ha: -1528.1491

Geometry (Å):
Au 0.258442 -0.019266 -0.907951
F -3.424420 -4.378547 2.493416
O -1.149975 -0.265722 3.011501
N 2.284614 -0.119111 -0.469435
N 0.288094 2.246233 -1.221587
N 0.253947 0.464278 1.316430
N 2.612943 5.010193 -1.091832
N -1.761790 -0.036885 -0.515128
N 0.318650 5.016038 -1.235336
C -0.850038 2.946937 -1.292031
C 0.238847 -2.123203 -1.053029
C -2.530464 -3.865644 1.637504
C -1.964601 -3.199765 -0.573069
C -0.874563 0.058384 1.863095
C 1.451462 4.320367 -1.174884
C -4.366133 -0.140806 0.341293
C 3.941034 -0.015027 1.210254
C -4.075173 -0.167445 -1.017583
C -2.754293 -0.124506 -1.408851
C 2.602393 0.048707 0.830405
C -0.712881 -2.770532 -0.126845
C -2.880288 -3.753078 0.303164
C 1.536837 0.292996 1.901840
C -2.019145 0.007189 0.809162
C -0.391258 -2.927089 1.222073
C -1.297166 -3.468284 2.116326
C 4.572205 -0.422074 -1.057095
C -3.329092 -0.059736 1.253170
C -0.811091 4.329052 -1.293496
C 1.429315 2.910732 -1.162620
C 4.929062 -0.248203 0.277003
C 3.240994 -0.355052 -1.387143
H 2.348117 2.343162 -1.095912
H -2.463885 -0.170055 -2.449428
H 5.966091 -0.298580 0.579629
H 1.267015 -2.410209 -0.847587
H 1.873710 1.166481 2.475922
H 2.571172 6.007801 -1.213326
H 2.900233 -0.492994 -2.403537
H -3.850252 -4.100486 -0.025444
H -3.483824 -0.052017 2.323424
H 5.307273 -0.611584 -1.825305
H 0.576418 -2.599881 1.583474
H 4.181962 0.119889 2.256462
H -4.851350 -0.234896 -1.765798
H -2.220955 -3.107290 -1.621956
H -1.730046 4.899968 -1.341902
H 3.495102 4.554730 -1.234974
H 1.591196 -0.556527 2.599791
H 0.001533 -2.300878 -2.100468
H -1.782449 2.407113 -1.342276
H -5.391607 -0.189102 0.682117
H -1.071899 -3.565759 3.168377

Forces on the atoms, in the same order (eV/Å):
Au 0.0397 -0.3185 0.1361
F 0.0162 0.0008 -0.0134
O -0.0081 -0.1179 0.0706
N -0.0024 -0.0181 -0.1752
N 0.0465 0.1251 0.0104
N 0.0087 0.1640 -0.0138
N 0.0696 0.0374 0.0042
N -0.0114 0.0141 -0.1357
N 0.0654 0.0659 -0.0073
C -0.0039 -0.0094 -0.0171
C 0.0163 -0.0370 -0.0904
C -0.0007 0.0155 0.0079
C 0.0163 -0.0096 0.0109
C 0.0107 0.1564 -0.1332
C -0.0738 -0.1181 0.0050
C 0.0398 0.0014 -0.0318
C 0.0168 0.0027 -0.0012
C 0.0368 0.0029 0.0296
C -0.1003 -0.0009 -0.0280
C -0.0008 0.0266 0.1055
C -0.0152 0.0668 0.0457
C -0.0077 -0.0112 0.0062
C 0.0439 -0.0761 0.0654
C -0.0267 -0.0668 0.2003
C -0.0256 -0.0203 -0.0311
C -0.0103 -0.0094 -0.0017
C -0.0261 -0.0001 -0.0022
C 0.0029 0.0125 0.0234
C -0.0486 -0.0665 -0.0014
C -0.0175 0.0602 -0.0246
C -0.0603 0.0090 0.0190
C 0.0705 -0.0233 -0.0497
H 0.0091 -0.0054 -0.0014
H -0.0036 0.0081 -0.0033
H 0.0089 -0.0012 0.0025
H 0.0259 0.0801 -0.0158
H -0.0194 -0.0083 0.0100
H -0.0071 -0.0033 -0.0012
H 0.0053 0.0054 -0.0053
H 0.0003 0.0040 -0.0063
H -0.0135 -0.0001 -0.0027
H 0.0058 -0.0018 0.0021
H 0.0104 0.0099 0.0050
H 0.0101 0.0024 0.0002
H -0.0092 -0.0048 0.0005
H 0.0005 0.0050 -0.0082
H -0.0030 0.0042 -0.0052
H -0.0003 0.0034 0.0036
H -0.0659 0.0285 0.0294
H -0.0123 0.0185 -0.0147
H -0.0034 -0.0090 0.0223
H -0.0067 0.0023 -0.0006
H 0.0075 0.0038 0.0066